The following is a DFT calculation (wB97M-V/def2-TZVPD) of 2 unconnected molecules or ions with the total composition C6H15S.

```
22
Properties=species:S:1:pos:R:3:lowdin_charge:R:1
C -0.453 1.993 -1.846 -0.105
C -1.651 1.379 -1.130 -0.510
C -1.865 -0.111 -1.480 -0.127
C -1.598 1.588 0.385 -0.120
H -0.263 2.996 -1.444 0.066
H 0.458 1.406 -1.763 0.040
H -0.755 2.129 -2.895 0.067
H -2.569 1.900 -1.442 0.108
H -2.853 -0.434 -1.137 0.059
H -1.057 -0.684 -0.957 -0.012
H -1.751 -0.310 -2.548 0.061
H -1.676 2.651 0.622 0.061
H -2.407 1.047 0.895 0.066
H -0.694 1.141 0.808 0.030
C 2.184 -1.518 2.534 -0.262
C 1.144 -1.880 1.469 -0.807
S 1.273 -0.794 0.006 0.218
H 1.992 -0.527 2.956 0.044
H 3.169 -1.488 2.071 0.036
H 2.225 -2.235 3.369 0.043
H 0.136 -1.847 1.879 0.024
H 1.341 -2.913 1.151 0.021
```

Computed properties:
Multiplicity: 1
LUMO energy: 4.06 eV
Calculated total energy: -635.813275 Ha
HOMO-LUMO gap: 6.46 eV
HOMO energy: -2.400 eV
ΔE to the lowest compared entry with this formula, charge and spin: 8.9 kJ/mol
Total charge: -1